Entry 1:
Here is a structure of composition C3H16NO7 from the OMol25 dataset. Energies are from ωB97M-V with the def2-TZVPD basis set.

Last column: natural (NBO) charge in e.
CARTESIAN COORDINATES (ANGSTROEM)
C1 1.58 1.57 -0.01  0.509
N1 1.60 2.00 -1.32  -0.632
C2 1.25 1.02 -2.36  -0.248
C3 0.16 -0.05 -1.96  -0.058
O1 0.86 -1.08 -1.35  -0.873
O2 1.85 2.42 0.84  -0.647
H1 1.51 0.54 0.31  0.175
H2 1.37 2.95 -1.54  0.395
H3 2.05 0.32 -2.65  0.203
H4 0.81 1.62 -3.14  0.173
H5 -0.29 -0.28 -2.94  0.132
H6 -0.67 0.35 -1.26  0.151
H7 -0.82 -3.08 -0.35  0.465
H8 0.08 -1.74 -0.72  0.497
O3 -1.04 -2.15 -0.28  -1.174
H9 -1.49 -0.87 2.70  0.465
H10 -1.13 -0.91 1.23  0.514
O4 -0.81 -0.54 2.10  -0.992
H11 2.14 -1.77 1.45  0.460
H12 0.84 -1.66 2.00  0.495
O5 1.73 -1.93 2.33  -0.966
H13 -3.30 -1.22 0.60  0.450
H14 -2.10 -0.99 -0.15  0.500
O6 -2.83 -0.45 0.25  -0.987
H15 -1.57 1.45 1.73  0.492
H16 -0.42 2.17 2.39  0.477
O7 -1.33 2.31 2.11  -0.974

Summary:
charge	-1
molecular weight	178.16	g/mol
F_max	3.934	eV/Å
energy	-19194.1641	eV

---

Entry 2:
Here is a cluster of 4 separate species, C3H17N2O3 in total from the OMol25 dataset. Energies are from ωB97M-V with the def2-TZVPD basis set.

Last column: natural (NBO) charge in e.
CARTESIAN COORDINATES (ANGSTROEM)
N1 -0.12 -0.55 -1.55  -0.682
C1 0.93 -0.56 -0.46  -0.245
C2 0.63 0.44 0.69  -0.268
N2 -0.29 -0.17 1.64  -0.673
C3 0.34 -0.80 2.76  -0.429
H1 -0.05 0.41 -1.86  0.474
H2 -0.07 -1.24 -2.17  0.419
H3 -1.14 -0.84 -1.10  0.460
H4 1.06 -1.51 0.14  0.261
H5 1.89 -0.48 -1.03  0.222
H6 1.64 0.64 1.05  0.210
H7 0.38 1.54 0.46  0.227
H8 -1.08 0.65 1.79  0.391
H9 -0.12 -0.41 3.74  0.228
H10 1.36 -0.78 2.58  0.196
H11 0.33 -1.91 2.84  0.184
H12 -0.49 -3.91 -0.43  0.491
H13 -0.77 -2.89 0.66  0.498
O1 -0.46 -2.97 -0.33  -0.981
H14 -2.63 2.11 -0.25  0.484
H15 -2.73 3.15 -1.59  0.490
O2 -2.21 2.48 -1.19  -0.972
H16 0.88 3.06 -1.61  0.496
H17 1.83 2.29 -2.62  0.495
O3 0.91 2.27 -2.16  -0.978

Summary:
charge	+1
molecular weight	129.18	g/mol
F_max	8.255	eV/Å
energy	-12500.7741	eV

---

Entry 3:
Here is a cluster of 5 separate species, C3H17NO4 in total from the OMol25 dataset. Energies are from ωB97M-V with the def2-TZVPD basis set.

Last column: natural (NBO) charge in e.
CARTESIAN COORDINATES (ANGSTROEM)
C1 -0.70 2.10 1.33  -0.615
C2 -0.56 0.61 1.63  -0.218
N1 -1.74 -0.14 1.20  -0.639
C3 -1.75 -1.50 1.76  -0.426
H1 0.11 2.64 1.81  0.207
H2 -1.70 2.42 1.63  0.218
H3 -0.59 2.27 0.26  0.198
H4 -0.43 0.50 2.70  0.179
H5 0.32 0.17 1.16  0.167
H6 -1.70 -0.21 0.20  0.363
H7 -1.72 -2.27 0.98  0.186
H8 -0.85 -1.74 2.34  0.171
H9 -2.64 -1.61 2.39  0.200
O1 0.82 1.79 -2.16  -0.993
H10 1.44 1.14 -1.76  0.505
H11 0.95 2.59 -1.65  0.473
O2 -0.68 -0.85 -1.76  -0.975
H12 -0.86 -1.27 -2.62  0.485
H13 -0.66 0.09 -2.01  0.516
O3 1.28 -2.09 -0.36  -0.982
H14 0.82 -2.20 0.50  0.483
H15 0.60 -1.78 -1.01  0.505
O4 2.57 0.30 -0.68  -1.004
H16 3.46 0.27 -0.32  0.485
H17 2.22 -0.63 -0.66  0.509

Summary:
charge	0
molecular weight	131.17	g/mol
F_max	1.127	eV/Å
SMILES	CCNC.O.O.O.O
energy	-13067.0262	eV

---

Entry 4:
Here is a structure of composition C3H18B3NO4Tl from the OMol25 dataset. Energies are from ωB97M-V with the def2-TZVPD basis set.

Last column: natural (NBO) charge in e.
CARTESIAN COORDINATES (ANGSTROEM)
Tl1 3.05 7.40 -27.33  0.967
B1 4.31 7.18 -30.27  -0.584
H1 3.37 7.36 -30.77  -0.011
H2 4.60 8.10 -29.79  0.044
H3 4.22 6.50 -29.44  0.114
H4 4.97 6.75 -30.99  0.008
B2 4.43 4.65 -27.55  -0.602
H5 4.05 4.48 -26.55  0.031
H6 5.18 5.42 -27.43  -0.006
H7 4.75 3.76 -28.06  0.077
H8 3.60 4.96 -28.16  0.173
B3 1.13 9.34 -26.25  -0.831
H9 0.46 9.93 -25.66  0.015
H10 2.12 9.23 -25.82  -0.045
H11 0.76 8.33 -26.29  -0.019
H12 1.22 9.71 -27.26  -0.014
C1 -0.26 5.05 -30.64  -0.694
C2 1.06 5.06 -29.88  0.747
O1 1.89 4.28 -30.31  -0.461
O2 1.24 5.78 -28.89  -0.610
H13 -0.47 4.21 -31.30  0.216
H14 -0.33 6.02 -31.14  0.232
H15 -1.06 5.00 -29.91  0.228
C3 -0.10 4.61 -24.16  -0.485
N1 0.30 4.84 -25.55  0.529
O3 1.22 5.56 -25.86  -0.335
O4 -0.42 4.24 -26.34  -0.387
H16 0.58 3.92 -23.65  0.233
H17 -1.13 4.28 -24.20  0.233
H18 -0.12 5.59 -23.68  0.235

Summary:
charge	-1
molecular weight	369.00	g/mol
F_max	7.027	eV/Å
energy	-19790.0791	eV

---

Entry 5:
Here is a cluster of 5 separate species, C3H18NO4 in total from the OMol25 dataset. Energies are from ωB97M-V with the def2-TZVPD basis set.

Last column: natural (NBO) charge in e.
CARTESIAN COORDINATES (ANGSTROEM)
C1 -1.02 -1.64 2.36  -0.654
C2 -0.69 -1.18 0.90  -0.032
C3 -1.10 -2.32 -0.09  -0.649
N1 -1.59 0.10 0.57  -0.739
H1 -1.53 -0.80 2.93  0.227
H2 -1.55 -2.54 2.03  0.240
H3 -0.17 -1.98 2.97  0.253
H4 0.29 -0.92 0.51  0.241
H5 -0.87 -1.98 -1.09  0.218
H6 -2.12 -2.67 -0.19  0.230
H7 -0.34 -3.03 0.18  0.237
H8 -1.43 0.62 -0.40  0.479
H9 -2.55 -0.23 0.58  0.419
H10 -1.32 0.68 1.36  0.429
H11 2.20 1.12 -0.83  0.496
H12 2.70 -0.39 -0.91  0.520
O1 1.94 0.20 -0.93  -0.996
H13 -0.42 2.81 -0.33  0.475
H14 -1.65 3.82 -0.44  0.495
O2 -1.33 2.98 -0.09  -0.968
H15 -1.04 0.94 -2.51  0.516
H16 0.25 0.80 -1.53  0.524
O3 -0.68 1.07 -1.63  -0.965
H17 4.92 1.40 -1.87  0.486
H18 4.59 1.98 -0.51  0.478
O4 4.53 1.16 -1.02  -0.961

Summary:
charge	+1
molecular weight	132.18	g/mol
F_max	2.748	eV/Å
energy	-13076.4428	eV

---

Entry 6:
Here is a cluster of 6 separate species, C3H18O6 in total from the OMol25 dataset. Energies are from ωB97M-V with the def2-TZVPD basis set.

Last column: natural (NBO) charge in e.
CARTESIAN COORDINATES (ANGSTROEM)
C1 -0.80 -2.08 2.48  -0.254
O1 -1.55 -1.62 1.38  -0.739
H1 -1.42 -2.01 3.37  0.168
H2 -0.45 -3.09 2.28  0.171
H3 0.02 -1.38 2.65  0.187
H4 -2.32 -2.18 1.31  0.477
C2 1.77 3.50 -0.35  -0.256
O2 2.39 4.74 -0.53  -0.709
H5 2.38 2.75 0.14  0.159
H6 0.76 3.66 0.04  0.186
H7 1.71 3.03 -1.32  0.161
H8 3.23 4.47 -0.92  0.458
C3 -3.30 -1.05 -1.87  -0.249
O3 -3.65 0.14 -2.54  -0.721
H9 -2.24 -1.05 -1.63  0.167
H10 -3.93 -1.31 -1.02  0.178
H11 -3.24 -1.87 -2.59  0.155
H12 -3.29 0.13 -3.43  0.469
O4 1.59 -1.62 -2.45  -0.947
H13 1.15 -2.28 -2.98  0.455
H14 1.08 -1.58 -1.64  0.488
O5 2.70 0.49 2.47  -0.947
H15 2.86 1.30 2.94  0.475
H16 3.00 -0.20 3.06  0.474
O6 0.61 -0.33 0.01  -0.976
H17 1.06 0.18 0.69  0.484
H18 -0.13 -0.73 0.46  0.484

Summary:
charge	0
molecular weight	150.17	g/mol
F_max	2.085	eV/Å
SMILES	CO.CO.CO.O.O.O
energy	-15686.0908	eV

---

no.,LUMO energy (eV)
1,3.404
2,-2.830
3,0.471
4,-2.495
5,-2.824
6,0.378